{"formula": "C20H21O3Sr", "method": "ωB97M-V with the def2-TZVPD basis set", "total_charge": -1, "multiplicity": 1, "e_homo_ev": [-4.60, -4.60], "symbols": ["C", "C", "C", "H", "C", "C", "H", "H", "H", "H", "C", "C", "C", "H", "C", "C", "H", "H", "H", "H", "Sr", "O", "C", "C", "H", "H", "H", "H", "C", "C", "C", "H", "C", "H", "C", "H", "C", "H", "C", "C", "O", "O", "H", "H", "H"], "coordinates": [[0.20360, 3.22739, 0.86051], [1.39149, 2.95917, 0.15681], [1.05564, 2.71713, -1.20102], [2.39819, 3.01445, 0.59868], [-0.36071, 2.80385, -1.31804], [-0.88752, 3.09599, -0.02787], [-1.95097, 3.25192, 0.21991], [0.14793, 3.55461, 1.91169], [1.77609, 2.57539, -2.02061], [-0.92850, 2.72803, -2.25897], [0.80513, -1.01546, 2.76010], [0.90917, 0.39245, 3.01763], [-0.40794, 0.94131, 3.06585], [1.82279, 0.94527, 3.18250], [-1.34544, -0.12619, 2.81701], [-0.59594, -1.33826, 2.65812], [-1.01787, -2.33359, 2.55467], [1.63276, -1.71907, 2.70922], [-0.64169, 1.97669, 3.28828], [-2.42537, -0.01707, 2.80273], [-0.09249, 0.35258, 0.34796], [-0.03846, -1.02833, -1.28615], [0.52932, -1.29525, -2.55924], [-0.61862, -1.47472, -3.51633], [1.16123, -0.47110, -2.87797], [1.04868, -2.23956, -2.45343], [-1.16700, -0.53919, -3.76818], [-2.42219, -1.98445, -5.26783], [-2.22091, -2.85314, -4.63504], [-1.32247, -2.66373, -3.53010], [-1.15783, -3.80077, -2.64363], [-0.57657, -3.67254, -1.72529], [-1.62431, -5.05868, -3.01184], [-1.41987, -5.93947, -2.38867], [-2.35786, -5.23009, -4.19424], [-2.70249, -6.21622, -4.50066], [-2.65156, -4.11670, -4.99647], [-3.22237, -4.23204, -5.91779], [2.72708, 3.36630, 5.33504], [2.75653, 3.76834, 3.90902], [3.08041, 4.96620, 3.70237], [2.44143, 2.90877, 3.03619], [3.75342, 3.14808, 5.64256], [2.12005, 2.48909, 5.54898], [2.39599, 4.18260, 5.97356]], "forces_ev_per_angstrom": [[-1.520, 0.562, 1.185], [1.853, -0.442, -2.359], [1.914, 0.169, 1.554], [-0.716, -0.068, -0.122], [-1.525, 0.489, 0.570], [-0.805, -0.050, -0.828], [0.777, -0.076, -0.198], [0.273, -0.266, -0.780], [-0.521, -0.038, 0.534], [0.296, -0.035, 0.662], [-1.025, 1.000, 0.099], [-0.404, -1.150, -0.110], [-0.078, -0.957, -0.184], [-0.091, 0.180, -0.041], [1.021, 0.077, 0.205], [0.282, 0.988, 0.060], [0.072, 0.184, -0.144], [-0.212, 0.162, -0.005], [-0.001, -0.225, 0.044], [0.124, -0.140, 0.075], [0.124, 0.126, 1.212], [0.402, -0.333, -1.622], [-1.584, -0.154, 1.039], [0.378, 1.823, 1.444], [0.489, 0.005, -0.184], [0.724, -0.189, -0.481], [0.548, -0.754, -0.389], [0.017, -0.323, 0.111], [0.541, -0.170, 0.250], [-1.527, -2.160, -0.665], [0.703, 0.541, -0.674], [-0.226, 0.014, -0.358], [-0.260, 0.083, -0.073], [-0.101, 0.509, -0.149], [0.100, 0.201, -0.103], [0.106, 0.169, 0.118], [-0.237, 0.076, 0.207], [0.036, -0.069, 0.245], [0.191, -0.557, 1.568], [-0.235, 1.206, -1.472], [-0.038, -0.475, -0.145], [0.199, 0.175, 0.098], [0.027, -0.091, 0.038], [-0.043, -0.161, -0.166], [-0.048, 0.146, -0.066]]}

---

{"formula": "C20H22BrN5OS2Tl", "method": "ωB97M-V with the def2-TZVPD basis set", "total_charge": 3, "multiplicity": 1, "e_homo_ev": [-16.28, -15.90], "symbols": ["Tl", "C", "C", "N", "N", "C", "N", "S", "C", "C", "C", "C", "C", "N", "H", "H", "H", "H", "H", "H", "H", "H", "H", "H", "Br", "C", "C", "C", "C", "C", "N", "H", "H", "H", "H", "C", "S", "O", "C", "C", "C", "C", "C", "C", "H", "H", "H", "H", "H", "H", "H", "H"], "coordinates": [[1.53782, -1.65930, 0.71411], [3.12762, -4.20183, 4.50451], [2.43351, -3.68334, 3.28480], [2.98480, -2.97792, 2.37113], [4.30559, -2.65443, 2.46859], [4.88463, -1.81025, 1.59131], [6.18203, -1.59562, 1.73476], [4.06790, -1.01074, 0.31922], [0.98948, -3.99216, 3.06103], [0.33550, -4.95910, 3.80400], [-1.00684, -5.22068, 3.54702], [-1.65667, -4.50311, 2.56217], [-0.93471, -3.55181, 1.85589], [0.35146, -3.31053, 2.09431], [3.90004, -3.51758, 4.85576], [3.58758, -5.17356, 4.30521], [2.43007, -4.32347, 5.32805], [4.86296, -3.06326, 3.20760], [6.74795, -2.07282, 2.42139], [6.65124, -0.94776, 1.12027], [0.85428, -5.51843, 4.56811], [-1.53076, -5.97574, 4.11747], [-2.70106, -4.66649, 2.33804], [-1.40387, -2.96392, 1.07596], [1.46491, -0.92037, -2.51615], [1.43328, -2.79957, -2.32361], [1.46018, -3.60834, -3.44382], [1.44190, -4.97991, -3.24748], [1.40038, -5.48718, -1.95485], [1.37685, -4.60053, -0.90010], [1.39266, -3.27062, -1.08061], [1.49470, -3.17517, -4.43248], [1.46131, -5.64635, -4.09948], [1.38698, -6.55126, -1.76869], [1.34375, -4.94384, 0.12626], [-1.18252, 7.77154, -1.70703], [-2.41499, 6.47743, -1.79186], [-1.96241, 5.34869, -2.59253], [-3.90872, 7.17477, -2.31721], [-4.44703, 8.23244, -1.57091], [-5.64065, 8.77955, -1.99155], [-6.28657, 8.25764, -3.11092], [-5.75094, 7.18386, -3.82036], [-4.55927, 6.61426, -3.42067], [-1.03773, 8.14125, -2.72191], [-0.28103, 7.31114, -1.30913], [-1.54903, 8.55283, -1.04460], [-3.94982, 8.61518, -0.68860], [-6.07587, 9.60570, -1.44728], [-7.22418, 8.69146, -3.43204], [-6.26543, 6.79723, -4.68891], [-4.12127, 5.78203, -3.95419]], "forces_ev_per_angstrom": [[0.062, -0.112, 0.021], [0.008, -0.007, -0.005], [-0.008, -0.002, 0.017], [0.011, 0.001, -0.016], [-0.016, -0.002, 0.017], [0.019, 0.022, -0.016], [-0.001, -0.009, -0.008], [-0.008, -0.007, 0.018], [0.007, 0.010, 0.005], [-0.012, -0.001, -0.006], [0.001, -0.001, 0.001], [-0.007, 0.000, -0.002], [0.007, -0.001, 0.004], [-0.013, 0.006, 0.005], [-0.007, 0.007, 0.000], [0.002, 0.002, 0.000], [-0.001, -0.005, 0.002], [0.008, -0.007, -0.006], [-0.004, 0.001, 0.006], [0.000, -0.001, -0.003], [0.005, 0.001, 0.000], [0.001, 0.000, 0.000], [0.000, 0.003, -0.004], [-0.003, -0.007, -0.001], [-0.018, -0.011, 0.014], [0.027, -0.033, 0.015], [-0.007, 0.011, -0.004], [0.002, -0.006, 0.004], [-0.002, 0.002, -0.007], [-0.002, 0.012, -0.002], [0.016, 0.002, -0.020], [-0.003, -0.001, 0.000], [0.000, -0.001, 0.001], [-0.001, 0.000, -0.001], [-0.001, 0.003, 0.000], [0.007, 0.006, 0.005], [-0.053, 0.120, -0.032], [-0.002, 0.005, 0.008], [-0.024, 0.007, -0.010], [0.017, 0.002, -0.006], [-0.006, -0.003, -0.005], [0.003, -0.001, 0.001], [-0.007, 0.004, 0.001], [0.005, -0.009, 0.009], [0.001, -0.001, 0.000], [0.000, 0.001, 0.001], [-0.004, -0.001, -0.001], [0.002, -0.001, -0.002], [-0.001, 0.000, 0.000], [0.001, 0.000, -0.001], [0.000, 0.000, 0.001], [-0.001, 0.001, 0.000]]}

---

{"formula": "C20H22Cl2FN3O", "method": "ωB97M-V with the def2-TZVPD basis set", "multiplicity": 1, "e_homo_ev": -8.79, "symbols": ["O", "F", "Cl", "Cl", "N", "C", "C", "C", "C", "C", "C", "C", "C", "C", "C", "C", "C", "N", "N", "C", "C", "C", "C", "C", "C", "C", "C", "H", "H", "H", "H", "H", "H", "H", "H", "H", "H", "H", "H", "H", "H", "H", "H", "H", "H", "H", "H", "H", "H"], "coordinates": [[-2.02490, -1.22235, 3.13125], [-4.40714, 1.46425, -3.92635], [2.27007, -3.61250, 7.68465], [3.79626, -2.14475, 5.25990], [-2.09365, 1.70449, -4.26930], [-0.84245, -1.58307, 2.84766], [-3.27373, 2.15417, -3.75999], [-0.97770, 2.41653, -4.07782], [-3.34002, 3.35828, -3.04705], [-1.00056, 3.62527, -3.37485], [-2.20020, 4.10077, -2.85559], [0.07019, -3.23923, 6.18834], [-0.68107, -2.77182, 5.07574], [1.36110, -2.01080, 4.01387], [1.47049, -3.09929, 6.20800], [2.10377, -2.48670, 5.11678], [-0.03775, -2.12385, 3.97293], [-0.40930, -1.40000, 1.54472], [1.33550, 1.52927, -2.48690], [0.33471, 1.93750, -4.64191], [0.99489, 0.85842, -3.72220], [0.67269, -2.17360, 0.89747], [-1.22009, -0.54629, 0.60906], [1.90199, 0.74297, -1.41218], [1.60821, -1.15398, 0.21248], [-0.31631, 0.46822, -0.15535], [0.89515, -0.25555, -0.83040], [-4.30725, 3.66123, -2.65130], [-0.09560, 4.22243, -3.28976], [-2.22747, 5.02062, -2.28054], [-0.44050, -3.71362, 7.02720], [-1.74468, -2.90797, 4.99526], [1.86991, -1.40701, 3.26019], [0.49924, 2.04422, -2.16920], [0.97658, 2.79868, -4.75763], [0.20267, 1.42505, -5.58899], [0.28824, 0.03717, -3.55408], [1.91418, 0.45739, -4.19499], [1.26104, -2.78614, 1.56628], [0.26674, -2.84302, 0.12251], [-2.05325, -0.01024, 1.09820], [-1.69047, -1.25025, -0.06962], [2.77121, 0.19966, -1.84612], [2.27156, 1.36785, -0.58097], [2.10497, -0.53753, 1.00372], [2.42467, -1.69571, -0.26015], [-0.86012, 1.03687, -0.89603], [0.06251, 1.20931, 0.52737], [0.51565, -0.86536, -1.66434]], "forces_ev_per_angstrom": [[2.537, -0.677, -0.312], [0.817, -0.136, -0.258], [-0.031, 0.252, -0.867], [-0.035, -0.037, -0.352], [-2.298, -0.332, 0.471], [-3.791, 1.353, -0.552], [2.824, 0.952, -0.030], [-0.454, 0.661, 0.064], [-1.255, -0.753, -0.076], [-0.046, 0.292, -0.104], [0.579, -0.259, -0.016], [-0.434, 0.454, -1.422], [1.499, 0.135, -0.290], [-0.041, 0.230, 0.697], [-1.063, 0.122, -0.017], [-0.405, 0.240, 0.388], [1.208, -1.302, 1.015], [0.266, -0.136, 0.972], [-0.210, 1.219, 0.525], [-0.166, -1.518, 0.330], [0.112, 0.812, -0.029], [0.017, 1.440, -0.791], [0.381, 0.090, 0.053], [-0.125, -0.676, -0.299], [0.015, -0.001, 0.170], [0.672, -1.533, -0.039], [-0.001, -0.065, 0.994], [0.214, 0.036, -0.069], [-0.096, -0.221, 0.073], [-0.052, -0.057, -0.154], [0.205, 0.155, -0.273], [-0.220, 0.034, 0.274], [0.008, -0.383, 0.180], [0.787, -0.362, -0.061], [0.395, 0.016, -0.041], [-0.312, 0.286, -0.339], [-0.057, -0.102, -0.371], [-0.463, 0.198, 0.194], [-0.299, -0.026, 0.482], [-0.192, 0.142, 0.224], [0.738, -0.537, 0.276], [-0.108, -0.015, -0.472], [-0.379, 0.219, 0.406], [-0.064, 0.081, -0.463], [-0.515, -0.191, -0.515], [0.103, -0.118, -0.245], [-0.576, -0.121, -0.270], [0.271, 0.271, 0.607], [0.043, -0.129, 0.332]]}

---

Going through the records in order, we get energy relative to the best compared isomer or geometry (same formula, charge and spin) values of 0.000; 0.000; 0.000 eV.